The following is a DFT calculation (the ωB97M-V functional and the def2-TZVPD basis) of 8 unconnected molecules or ions with the total composition C19H54BrO11P3 at a distorted geometry.

Results
Structure (SMILES) ... CCC(=O)OCCP([PH2]=O)#P(O)Br.CCO.CCO.CCO.CCO.CCO.CCO.CCO
Energy relative to the best compared isomer or geometry (same formula, charge and spin) ... 10.1 kcal per mole
HOMO ... -8.56 eV

The geometry in ORCA input format:
```
! wB97M-V def2-TZVPD RIJCOSX def2/J DEFGRID3
* xyz 0 1
C 2.656 1.189 4.568
C 2.172 2.568 4.089
C 1.424 3.299 5.179
O 1.910 3.792 6.156
O 0.069 3.382 4.965
C -0.558 2.132 4.697
C -2.068 2.286 4.827
P -2.767 0.744 4.100
P -4.912 1.028 3.745
O -5.818 0.513 4.806
P -2.525 -0.709 5.732
O -3.327 -1.988 5.095
Br -3.871 -0.090 7.375
H 3.011 1.235 5.600
H 3.463 0.825 3.933
H 1.840 0.463 4.528
H 3.009 3.168 3.731
H 1.475 2.416 3.265
H -0.200 1.362 5.390
H -0.332 1.793 3.679
H -2.382 3.142 4.227
H -2.350 2.434 5.871
H -5.129 2.383 3.409
H -5.066 0.312 2.550
H -2.835 -2.318 4.328
C 3.267 -0.201 -0.085
C 1.943 -0.106 0.649
O 1.852 1.075 1.442
H 4.095 -0.182 0.624
H 3.327 -1.119 -0.670
H 3.388 0.647 -0.764
H 1.823 -0.942 1.337
H 1.118 -0.134 -0.071
H 1.939 1.822 0.837
C -1.378 1.529 -2.023
C -1.867 2.478 -0.948
O -1.619 1.980 0.367
H -1.857 0.554 -1.916
H -1.598 1.918 -3.018
H -0.298 1.383 -1.946
H -2.946 2.611 -1.017
H -1.392 3.457 -1.061
H -0.665 1.869 0.473
C 2.427 3.664 -2.518
C 1.089 2.999 -2.269
O 0.839 2.787 -0.875
H 3.237 3.065 -2.098
H 2.604 3.790 -3.587
H 2.464 4.647 -2.043
H 1.055 2.011 -2.727
H 0.281 3.599 -2.696
H 0.839 3.647 -0.441
C -2.521 -2.152 1.389
C -3.178 -1.499 0.187
O -3.672 -0.201 0.496
H -3.240 -2.218 2.210
H -2.171 -3.157 1.145
H -1.671 -1.560 1.736
H -4.036 -2.083 -0.144
H -2.469 -1.440 -0.646
H -2.920 0.346 0.772
C 4.279 1.008 -5.557
C 2.803 1.312 -5.393
O 2.467 2.591 -5.933
H 4.877 1.783 -5.076
H 4.526 0.041 -5.120
H 4.553 0.988 -6.615
H 2.537 1.346 -4.338
H 2.193 0.539 -5.867
H 2.679 2.582 -6.871
C -3.548 -6.097 1.554
C -4.477 -5.393 0.583
O -3.889 -5.256 -0.709
H -2.605 -5.556 1.638
H -3.998 -6.172 2.545
H -3.318 -7.107 1.206
H -4.693 -4.382 0.925
H -5.426 -5.933 0.505
H -3.698 -6.136 -1.044
C 3.842 -3.898 -6.354
C 3.047 -3.328 -5.195
O 2.765 -1.940 -5.365
H 4.779 -3.354 -6.476
H 4.068 -4.953 -6.194
H 3.281 -3.808 -7.288
H 3.613 -3.404 -4.268
H 2.111 -3.881 -5.065
H 2.251 -1.838 -6.171
*
```


The following is a DFT calculation (the ωB97M-V functional and the def2-TZVPD basis) of 8 unconnected molecules or ions with the total composition C19H55BNO12S9 at a distorted geometry.

Results
HOMO ... -5.18 eV

The geometry in ORCA input format:
```
! wB97M-V def2-TZVPD RIJCOSX def2/J DEFGRID3
* xyz -1 1
C 2.513 2.062 -3.411
C 2.485 0.919 -2.234
C 3.050 -0.551 -2.691
C 4.718 -0.622 -2.783
S 5.406 0.164 -4.339
O 4.225 0.149 -5.387
O 6.514 -0.750 -4.993
N 5.882 1.835 -4.181
S 6.550 2.200 -2.611
O 5.464 2.305 -1.471
O 7.138 3.661 -2.721
B 8.024 1.114 -2.118
C 8.576 1.172 -0.540
O 8.693 0.258 -3.130
H 1.654 2.840 -3.145
H 2.279 1.661 -4.486
H 3.522 2.648 -3.322
H 1.337 0.766 -1.949
H 3.031 1.349 -1.290
H 2.751 -1.308 -1.818
H 2.529 -0.982 -3.661
H 5.214 -0.272 -1.782
H 4.955 -1.789 -2.869
H 8.270 0.225 0.078
H 8.162 2.109 0.051
H 9.758 1.237 -0.495
H 8.837 0.831 -3.955
C 6.410 -5.842 -0.914
S 6.496 -4.310 -1.872
O 5.247 -3.529 -1.588
C 6.294 -5.091 -3.491
H 6.479 -5.593 0.147
H 5.461 -6.350 -1.106
H 7.245 -6.491 -1.187
H 5.352 -5.645 -3.523
H 7.133 -5.764 -3.679
H 6.280 -4.309 -4.254
C 4.327 3.194 1.803
S 3.420 1.716 1.287
O 2.214 2.172 0.520
C 2.865 1.250 2.944
H 4.737 3.678 0.914
H 3.654 3.886 2.315
H 5.146 2.906 2.466
H 2.283 2.062 3.386
H 3.732 1.026 3.570
H 2.239 0.358 2.863
C 1.488 -5.906 -4.552
S 2.606 -6.518 -3.268
O 3.575 -7.457 -3.923
C 1.370 -7.524 -2.411
H 2.060 -5.274 -5.237
H 1.059 -6.744 -5.106
H 0.694 -5.313 -4.093
H 0.948 -8.262 -3.097
H 0.579 -6.878 -2.022
H 1.857 -8.039 -1.580
C -1.767 -0.161 0.970
S -0.197 -0.517 0.143
O -0.511 -0.918 -1.267
C 0.163 -2.027 1.071
H -2.200 0.735 0.521
H -2.455 -1.000 0.841
H -1.587 0.018 2.032
H -0.644 -2.750 0.936
H 0.279 -1.786 2.130
H 1.097 -2.452 0.693
C -5.224 1.696 4.645
S -5.486 0.395 3.415
O -4.220 -0.404 3.326
C -5.534 1.500 1.984
H -5.126 1.229 5.628
H -4.311 2.250 4.414
H -6.082 2.371 4.651
H -4.602 2.066 1.917
H -6.382 2.182 2.077
H -5.655 0.895 1.082
C -10.238 0.020 1.829
S -10.253 1.580 2.746
O -8.947 2.270 2.485
C -10.152 0.830 4.389
H -10.257 0.246 0.760
H -9.332 -0.543 2.064
H -11.122 -0.565 2.090
H -9.251 0.216 4.465
H -11.039 0.217 4.566
H -10.111 1.629 5.133
C -8.829 5.619 2.662
S -8.964 6.287 4.338
O -9.991 5.472 5.067
C -9.748 7.844 3.854
H -8.394 4.619 2.720
H -9.820 5.556 2.204
H -8.179 6.262 2.064
H -10.682 7.643 3.323
H -9.068 8.413 3.217
H -9.963 8.419 4.758
*
```


The following is a DFT calculation (the ωB97M-V functional and the def2-TZVPD basis) of a molecular structure, C19H55N3O10 at a distorted geometry.

Results
Energy relative to the best compared isomer or geometry (same formula, charge and spin) ... 567.9 kcal per mole
HOMO ... -6.20 eV

The geometry in ORCA input format:
```
! wB97M-V def2-TZVPD RIJCOSX def2/J DEFGRID3
* xyz 0 1
C 0.438 -0.181 -0.251
O 0.072 0.890 -0.993
H 0.565 -0.019 0.819
H -0.198 -1.026 -0.517
H 1.450 -0.520 -0.476
H -0.812 0.803 -1.356
C -3.800 1.244 -0.613
C -3.617 -0.230 -0.937
C -2.059 -0.652 -0.807
O -1.183 -0.020 -1.766
C -1.615 -0.177 -3.096
N -4.413 -0.925 -0.011
H -4.867 1.453 -0.697
H -3.442 1.932 -1.379
H -3.388 1.571 0.342
H -4.051 -0.448 -1.913
H -2.012 -1.733 -0.939
H -1.724 -0.520 0.222
H -1.762 -1.158 -3.548
H -0.965 0.325 -3.813
H -2.510 0.402 -3.323
H -5.350 -0.892 -0.388
H -4.088 -1.859 -0.216
C 0.840 1.307 5.030
C 0.172 0.134 4.349
C 1.140 -0.491 3.363
O 1.251 0.391 2.253
C 2.404 0.118 1.466
N -0.059 -0.915 5.340
H 1.906 1.277 5.256
H 0.336 1.582 5.956
H 0.770 2.180 4.381
H -0.787 0.438 3.928
H 0.809 -1.414 2.886
H 2.117 -0.698 3.801
H 2.570 0.851 0.677
H 2.322 -0.825 0.926
H 3.315 0.133 2.064
H 0.880 -1.240 5.520
H -0.507 -1.648 4.808
C 3.224 -0.178 -3.147
C 1.969 -0.079 -3.962
C 0.728 -0.620 -3.217
O 0.686 -2.085 -3.479
C -0.465 -2.735 -2.906
N 1.687 1.336 -4.239
H 3.431 0.438 -2.272
H 4.063 0.072 -3.797
H 3.366 -1.226 -2.885
H 2.080 -0.610 -4.908
H -0.149 -0.100 -3.605
H 0.786 -0.281 -2.183
H -0.594 -2.513 -1.847
H -0.260 -3.804 -2.951
H -1.394 -2.608 -3.463
H 2.569 1.656 -4.611
H 1.656 1.818 -3.352
C -0.499 -3.540 1.602
C 0.596 -2.503 1.302
O 1.765 -3.059 0.683
O -1.011 -4.162 0.445
H -1.361 -3.111 2.111
H -0.133 -4.306 2.285
H 0.878 -1.904 2.168
H 0.204 -1.843 0.529
H 1.436 -3.607 -0.033
H -1.408 -5.011 0.654
C 2.067 2.239 -1.443
C 1.222 3.221 -0.581
O 1.238 4.482 -1.192
O 1.225 1.774 -2.502
H 2.459 1.431 -0.826
H 2.964 2.721 -1.833
H 1.653 3.295 0.418
H 0.219 2.806 -0.477
H 0.609 5.037 -0.727
H 0.506 1.286 -2.092
C -1.150 1.203 1.701
C -0.422 2.419 2.269
O 0.955 2.209 2.372
O -2.509 1.599 1.552
H -1.192 0.335 2.359
H -0.727 1.080 0.704
H -0.724 2.570 3.305
H -0.527 3.334 1.686
H 1.156 1.288 2.556
H -3.019 0.789 1.478
*
```